1.
{
  "formula": "C8H9N4STeY",
  "method": "ωB97M-V/def2-TZVPD",
  "e_lumo_ha": -0.0328,
  "gap_ev": 5.389,
  "symbols": ["Te", "Y", "S", "N", "N", "N", "N", "C", "C", "C", "C", "C", "C", "C", "C", "H", "H", "H", "H", "H", "H", "H", "H", "H"],
  "positions_angstrom": [[-5.246, -6.646, 7.092], [-4.577, -9.314, 7.433], [-5.159, -10.220, 9.867], [-3.586, -11.128, 11.691], [-2.402, -10.364, 9.839], [-2.497, -9.940, 8.515], [-2.653, -9.279, 5.957], [-1.587, -7.946, 4.280], [-2.719, -8.456, 4.904], [-0.295, -10.949, 8.285], [-0.298, -9.147, 5.914], [-1.451, -9.563, 6.482], [-1.482, -10.267, 7.781], [-3.549, -10.524, 10.459], [-0.364, -8.260, 4.831], [-2.742, -11.586, 12.027], [0.430, -7.873, 4.277], [-3.719, -8.213, 4.543], [0.422, -10.257, 8.713], [0.222, -11.557, 7.546], [-1.681, -7.250, 3.444], [-4.437, -11.379, 12.093], [-0.695, -11.666, 9.035], [0.661, -9.575, 6.241]],
  "forces_ev_per_a": [[0.15, -0.92, 0.02], [-0.24, 1.21, 0.03], [-0.21, 0.24, -0.24], [2.79, 0.63, -0.99], [-0.32, -0.26, 0.17], [0.09, -0.85, 0.93], [-0.29, 0.79, -0.35], [-0.51, 0.44, 0.52], [-0.34, -0.31, -0.32], [-0.07, -1.78, 0.76], [2.00, 0.33, -1.03], [-1.29, -0.85, 0.33], [-0.37, 1.60, -0.16], [-0.56, -0.84, -0.11], [-1.41, -1.01, -0.04], [-0.38, 0.36, -0.14], [1.82, 0.33, -0.19], [0.24, -0.06, 0.11], [-0.02, 0.04, 0.36], [-0.04, 0.21, -0.38], [0.02, -0.35, 0.29], [-1.37, -0.23, 0.43], [0.76, 0.63, -0.09], [-0.47, 0.62, 0.07]]
}

=====

2.
{
  "formula": "C8H9N5S",
  "method": "ωB97M-V/def2-TZVPD",
  "smiles": "N#CCCN(CCC#N)c1nncs1",
  "e_lumo_ha": 0.0024,
  "de_lowest_kj_mol": 455.7,
  "gap_ev": 9.043,
  "symbols": ["S", "N", "N", "N", "N", "N", "C", "C", "C", "C", "C", "C", "C", "C", "H", "H", "H", "H", "H", "H", "H", "H", "H"],
  "positions_angstrom": [[-2.204, -0.966, -1.457], [-2.187, 1.428, -2.184], [3.242, -1.837, -0.398], [2.036, 3.756, 2.211], [-0.028, -0.133, 0.012], [-1.238, 1.433, -1.224], [1.052, 0.869, 0.116], [1.440, 2.820, 1.681], [2.102, -2.164, -0.057], [0.663, -2.433, 0.186], [-2.737, 0.287, -2.456], [-1.060, 0.170, -0.815], [-0.199, -1.408, 0.843], [0.477, 1.761, 1.178], [-0.476, 2.252, 0.766], [0.170, -1.118, 1.863], [-1.255, -1.552, 0.873], [-0.080, 1.172, 1.977], [0.957, 1.508, -0.838], [0.285, -3.017, -0.696], [-3.668, 0.085, -2.860], [0.608, -3.260, 0.973], [2.101, 0.346, 0.304]],
  "forces_ev_per_a": [[1.25, -0.89, 0.75], [-1.07, 0.89, -0.99], [-7.62, -2.40, 2.47], [-3.55, -6.14, -3.60], [-0.93, -1.59, -0.59], [-0.27, -2.36, -0.91], [0.07, -0.65, -0.55], [2.06, 5.11, 3.60], [6.56, 2.75, -2.33], [0.17, -4.14, 1.34], [0.94, 1.07, 1.63], [0.60, 1.24, 0.68], [2.49, 4.20, -0.99], [-0.97, 1.70, 1.50], [1.77, -0.11, 0.09], [-0.29, -0.68, -0.74], [-0.55, -0.83, 0.10], [1.65, 0.65, -0.20], [0.89, -1.40, 1.14], [-0.03, 1.25, 0.45], [-1.46, 0.43, -1.61], [0.59, 0.47, -0.89], [-2.31, 1.41, -0.36]]
}

=====

3.
{
  "formula": "C8H9NO",
  "method": "ωB97M-V/def2-TZVPD",
  "smiles": "c1cc2n(c1)CC[C@]21CO1",
  "e_lumo_ha": 0.0359,
  "de_lowest_kj_mol": 289.2,
  "gap_ev": 9.005,
  "symbols": ["O", "N", "C", "C", "C", "C", "C", "C", "C", "C", "H", "H", "H", "H", "H", "H", "H", "H", "H"],
  "positions_angstrom": [[2.013, 0.692, -0.896], [-1.004, -0.533, -0.123], [-0.320, 0.618, 0.029], [2.404, 0.956, 0.405], [-1.214, 1.675, 0.240], [-2.288, -0.258, -0.245], [1.120, 0.280, 0.072], [1.138, -1.320, 0.245], [-2.489, 1.153, -0.001], [-0.154, -1.613, -0.510], [-0.480, -2.659, -0.303], [-3.396, 1.645, -0.055], [-0.803, 2.645, 0.478], [-0.061, -1.527, -1.614], [-2.982, -1.053, -0.419], [2.008, -1.876, -0.171], [3.414, 0.575, 0.749], [0.933, -1.355, 1.365], [2.161, 1.955, 0.754]],
  "forces_ev_per_a": [[0.49, 1.02, -2.38], [0.23, 0.38, -0.34], [0.82, 1.25, 1.81], [-0.20, 0.97, 1.46], [1.82, -0.72, -0.74], [-2.22, 1.90, 0.50], [1.82, -3.43, 0.87], [-1.17, 2.20, 0.40], [1.64, -3.16, -0.33], [0.33, -2.23, -0.76], [-0.51, 0.97, 0.06], [-1.56, 0.80, 0.12], [-0.67, 0.24, -0.09], [0.46, -0.28, 0.53], [-0.41, -0.04, -0.12], [-0.48, 0.75, 0.69], [-1.63, -0.14, -0.23], [0.51, -0.97, -1.30], [0.69, 0.48, -0.18]]
}

=====

4.
{
  "formula": "C8H9NO",
  "method": "ωB97M-V/def2-TZVPD",
  "e_lumo_ha": [0.0155, 0.0069],
  "de_lowest_kj_mol": 734.7,
  "gap_ev": [9.654, 8.489],
  "symbols": ["O", "N", "C", "C", "C", "C", "C", "C", "C", "C", "H", "H", "H", "H", "H", "H", "H", "H", "H"],
  "positions_angstrom": [[0.660, -2.849, 1.568], [0.882, -1.527, 1.957], [-0.112, -0.587, -2.247], [0.301, 2.049, 1.137], [-0.168, 1.578, -1.303], [-0.297, -2.137, 2.271], [0.055, -1.116, -1.001], [0.329, 1.086, -0.078], [-0.284, 0.758, -2.430], [0.290, -0.276, -0.061], [-0.231, 2.653, -1.390], [-0.244, -1.224, -3.062], [0.284, 1.625, 2.063], [-1.217, -1.893, 1.683], [1.007, 2.906, 0.990], [-0.588, -2.566, 3.382], [-0.327, 1.071, -3.478], [0.343, -2.164, -0.816], [-0.683, 2.615, 0.814]],
  "forces_ev_per_a": [[0.59, -0.49, -0.49], [1.60, 1.81, -1.10], [-1.07, 0.12, -0.61], [-1.48, 2.87, -5.34], [1.52, 0.40, -0.52], [-4.36, -1.79, 2.47], [1.05, -3.81, -1.55], [-1.86, 0.69, 0.50], [0.61, 0.30, 0.06], [1.47, 2.02, 5.16], [-0.28, 0.19, -0.14], [0.09, -1.02, -1.32], [0.00, -1.06, 2.37], [0.75, -0.08, 0.53], [0.02, -1.09, 0.51], [1.11, 1.32, -2.60], [-0.48, 0.52, 0.64], [-0.73, 0.14, -0.26], [1.46, -1.04, 1.70]]
}

=====

5.
{
  "formula": "C8H9NO",
  "method": "ωB97M-V/def2-TZVPD",
  "smiles": "Cn1cccc1C1(O)C=C1",
  "e_lumo_ha": 0.0359,
  "de_lowest_kj_mol": 321.8,
  "gap_ev": 8.954,
  "symbols": ["O", "N", "C", "C", "C", "C", "C", "C", "C", "C", "H", "H", "H", "H", "H", "H", "H", "H", "H"],
  "positions_angstrom": [[0.947, -2.551, -0.297], [-0.517, 0.527, 0.541], [2.323, -0.527, -0.549], [-1.499, -0.734, -0.996], [1.857, -0.735, -1.750], [0.982, -1.172, -0.605], [-1.822, 0.902, 0.478], [-0.304, -0.479, -0.358], [-2.459, 0.143, -0.465], [0.437, 1.081, 1.459], [3.143, -0.238, 0.064], [-1.659, -1.463, -1.768], [0.185, -2.943, -0.738], [0.309, 2.165, 1.516], [-3.492, 0.204, -0.745], [0.299, 0.664, 2.461], [1.991, -0.684, -2.802], [1.444, 0.860, 1.120], [-2.200, 1.686, 1.104]],
  "forces_ev_per_a": [[0.11, -0.10, 0.03], [0.01, -0.17, -0.23], [-0.79, -0.51, -1.05], [0.28, -0.04, 0.05], [0.13, 0.03, 1.48], [0.53, 0.29, -0.48], [-0.39, 0.23, 0.04], [-0.10, -0.29, -0.19], [-0.15, 0.07, 0.11], [0.12, 0.16, 0.43], [0.34, 0.17, 0.30], [0.03, -0.13, -0.16], [-0.05, 0.05, 0.10], [0.04, -0.10, -0.04], [-0.19, 0.08, -0.01], [0.08, 0.01, -0.08], [0.05, -0.01, -0.51], [-0.05, 0.08, 0.08], [-0.02, 0.15, 0.13]]
}

=====

6.
{
  "formula": "C8H9NO2S2",
  "method": "ωB97M-V/def2-TZVPD",
  "e_lumo_ha": 0.0166,
  "de_lowest_kj_mol": 231.4,
  "gap_ev": 8.718,
  "symbols": ["S", "S", "O", "O", "N", "C", "C", "C", "C", "C", "C", "C", "C", "H", "H", "H", "H", "H", "H", "H", "H", "H"],
  "positions_angstrom": [[0.586, -0.935, -0.754], [-0.090, 1.884, -0.632], [3.166, -1.594, -0.183], [-0.103, 3.021, 0.285], [0.990, 0.658, 0.049], [3.629, -0.246, 0.398], [-1.491, 0.650, -0.288], [2.489, 1.010, -0.146], [-2.783, 1.045, -0.158], [-1.075, -0.689, -0.361], [-3.292, -1.380, 0.160], [-1.922, -1.699, 0.025], [-3.761, -0.065, 0.121], [2.759, 1.174, -1.205], [-2.915, 2.110, -0.127], [2.736, -1.880, 0.686], [-4.029, -2.289, -0.008], [4.581, -0.070, -0.125], [3.056, 2.012, 0.456], [3.728, -0.175, 1.553], [-4.798, 0.202, 0.351], [-1.460, -2.742, -0.098]],
  "forces_ev_per_a": [[0.68, 1.10, 0.40], [-0.14, -1.40, -0.12], [0.32, 2.12, 4.25], [-0.31, -0.28, 0.20], [2.33, 0.11, -0.07], [-2.53, 0.71, -1.51], [1.21, 0.62, -0.93], [3.10, -0.13, 1.71], [-1.06, -2.76, 1.49], [-0.34, 0.78, 1.21], [-1.47, -1.58, -1.12], [0.45, -1.02, -1.69], [1.78, 1.83, -0.31], [-0.40, -0.19, 0.32], [-0.94, 0.25, 0.05], [0.43, -0.37, -2.16], [1.31, 2.08, 1.21], [-0.41, 0.35, 0.47], [-2.74, -2.73, -1.46], [-0.28, -0.58, -2.09], [0.35, -0.30, -0.44], [-1.32, 1.38, 0.59]]
}

=====

7.
{
  "formula": "C8H9NO3",
  "method": "ωB97M-V/def2-TZVPD",
  "e_lumo_ha": [-0.0636, -0.0635],
  "de_lowest_kj_mol": 1008.8,
  "gap_ev": [5.970, 5.978],
  "symbols": ["O", "O", "O", "N", "C", "C", "C", "C", "C", "C", "C", "C", "H", "H", "H", "H", "H", "H", "H", "H", "H"],
  "positions_angstrom": [[-0.011, 3.261, -3.942], [0.114, 1.986, -4.345], [-0.155, -0.023, 1.211], [-0.001, 1.173, -3.390], [-0.639, -3.773, -0.711], [-0.104, 0.646, -2.325], [-0.410, 2.736, 1.397], [-0.504, -2.501, -0.377], [-0.343, -0.111, -1.231], [-0.283, -1.512, -1.384], [-0.307, 0.549, 0.152], [-0.355, 2.046, -0.020], [-0.493, -4.077, -1.732], [-0.857, -4.420, 0.075], [-1.436, 2.478, 1.862], [-0.243, -2.129, 0.635], [-1.192, 2.399, -0.586], [0.304, 2.328, 2.246], [0.423, 2.529, -0.523], [-0.136, 3.836, 1.433], [-0.440, -1.795, -2.435]],
  "forces_ev_per_a": [[-0.32, 2.45, 1.08], [0.50, -2.06, -1.92], [-0.45, 0.26, -1.17], [-0.53, -2.13, 4.65], [0.11, 0.78, -0.43], [0.42, 3.37, -5.97], [-0.09, -0.53, 2.35], [1.91, 1.33, 0.91], [0.73, -4.59, 3.38], [-1.76, 2.73, -1.28], [0.83, 0.64, -1.03], [-0.65, 1.01, 3.91], [-0.47, -0.33, -0.20], [-0.07, -1.58, 0.81], [1.45, 1.01, -0.72], [-1.16, -0.61, -0.44], [-0.97, -0.24, -0.36], [-1.05, 0.23, -2.21], [1.90, -0.14, -1.13], [-0.94, -1.21, -0.53], [0.61, -0.38, 0.31]]
}

=====

8.
{
  "formula": "C8H9NO4",
  "method": "ωB97M-V/def2-TZVPD",
  "smiles": "C/C(O)=[N+](/[O-])O[C@H]1C=CC=CC1=O",
  "e_lumo_ha": -0.0111,
  "de_lowest_kj_mol": 407.8,
  "gap_ev": 8.124,
  "symbols": ["O", "O", "O", "O", "N", "C", "C", "C", "C", "C", "C", "C", "C", "H", "H", "H", "H", "H", "H", "H", "H", "H"],
  "positions_angstrom": [[-3.923, -0.552, 0.025], [0.362, -1.249, 1.679], [-1.757, -1.446, -1.078], [-0.511, 0.307, -0.196], [-1.736, -0.387, -0.405], [-2.730, 1.331, 0.927], [3.354, -0.190, 0.074], [0.650, -0.408, -0.566], [2.595, -0.994, 0.778], [1.093, -0.995, 0.719], [-2.743, 0.154, 0.072], [2.953, 0.653, -1.022], [1.628, 0.601, -1.323], [-3.834, -1.422, -0.413], [-3.805, 1.537, 1.304], [3.605, 1.451, -1.417], [-2.401, 2.163, 0.365], [1.170, 0.960, -2.184], [3.044, -1.423, 1.619], [0.680, -1.218, -1.203], [4.309, -0.054, 0.418], [-2.003, 1.182, 1.825]],
  "forces_ev_per_a": [[0.35, 0.61, -0.17], [1.28, 0.12, -1.93], [0.66, -0.75, -0.40], [-0.92, 0.34, -1.50], [2.32, -1.19, -1.63], [-0.89, 0.19, 2.73], [-0.46, 1.07, -1.12], [1.02, 3.04, 1.29], [-2.06, -0.89, 0.84], [1.60, 0.19, 1.91], [-3.55, -0.50, 1.91], [-2.40, 0.83, -0.19], [0.82, -2.16, 2.08], [0.62, 0.58, 0.04], [1.90, -0.41, -0.57], [-0.25, -0.95, -0.12], [0.41, 1.10, -0.40], [-0.67, 1.29, -1.20], [0.40, -0.86, 1.22], [-1.37, -1.94, -1.92], [2.53, 0.05, 0.64], [-1.33, 0.24, -1.51]]
}

=====

9.
{
  "formula": "C8H9O2",
  "method": "ωB97M-V/def2-TZVPD",
  "smiles": "O=C=CC([O-])=C1CCCC1",
  "e_lumo_ha": 0.1445,
  "de_lowest_kj_mol": 253.3,
  "gap_ev": 6.109,
  "total_charge": -1,
  "symbols": ["O", "O", "C", "C", "C", "C", "C", "C", "C", "C", "H", "H", "H", "H", "H", "H", "H", "H", "H"],
  "positions_angstrom": [[-2.807, 1.969, -0.750], [-1.861, -2.141, -0.195], [1.572, 1.008, 0.096], [-2.645, -0.078, 0.651], [-0.347, -0.340, -0.191], [0.213, 0.798, 0.692], [-1.565, -0.962, 0.025], [2.017, -0.452, -0.099], [0.819, -0.973, -0.877], [-2.800, 0.931, -0.152], [2.209, 1.674, 0.733], [2.138, -0.954, 0.849], [-3.325, -0.582, 1.298], [1.653, 1.447, -0.914], [0.444, 0.315, 1.610], [2.993, -0.622, -0.693], [0.712, -2.036, -0.829], [-0.350, 1.688, 0.658], [0.931, -0.687, -1.912]],
  "forces_ev_per_a": [[-0.28, -1.89, 0.62], [-0.77, -1.53, -0.73], [2.09, 0.48, -0.04], [0.33, -0.47, -0.75], [-0.67, 0.98, 0.21], [-0.04, -1.13, -2.53], [1.65, 0.72, 0.62], [1.79, 0.11, -1.44], [-0.15, -0.46, 0.85], [0.01, 2.66, -0.07], [-0.15, -0.73, -0.23], [-0.06, -0.23, 0.42], [-0.61, 0.18, 0.30], [-0.73, 0.14, 0.26], [-0.39, 0.40, 1.68], [-1.22, 0.51, 0.90], [0.10, -0.92, -0.15], [-0.86, 1.02, 0.75], [-0.03, 0.15, -0.67]]
}